[1]
DFT (wB97M-V/def2-TZVPD) results for the molecule C5H7NO.

Output
* gap between HOMO and LUMO: 8.514 eV
* E_HOMO: -9.681 eV
* max |F|: 0.3 eV Å⁻¹
* energy: -8830.8844 eV
* ΔE to the lowest compared entry with this formula, charge and spin: 513.15 kJ/mol

```
! wB97M-V def2-TZVPD RIJCOSX def2/J DEFGRID3
* xyz 0 1
C -0.04755 -1.15367 1.38126
C 0.08595 -0.20790 0.21773
N 1.42724 0.29121 -0.10117
C 0.41766 1.23971 0.30666
C -1.20987 0.80228 -1.65980
C -0.79104 -0.40210 -0.98768
O -1.23774 -1.45371 -1.42175
H -1.04016 -1.08133 1.83634
H 0.70900 -0.92021 2.13606
H 0.09987 -2.18523 1.04678
H 1.62143 0.30506 -1.09883
H 0.56010 1.75461 1.25097
H -0.52356 1.12839 -2.45910
H -0.07132 1.88288 -0.44747
*
```

***

[2]
DFT (wB97M-V/def2-TZVPD) results for a cluster of 2 separate species, H4S3 in total.

Output
* gap between HOMO and LUMO: 8.929 eV
* E_HOMO: -8.722 eV
* max |F|: 0.3 eV Å⁻¹
* energy: -32570.0216 eV
* ΔE to the lowest compared entry with this formula, charge and spin: 31.71 kJ/mol

```
! wB97M-V def2-TZVPD RIJCOSX def2/J DEFGRID3
* xyz 0 1
S -3.40008 -0.88383 -1.89836
H -3.90321 0.32135 -2.19099
H -3.48462 -0.64375 -0.58493
S 2.52923 -0.90814 1.33565
S 1.78975 0.92240 0.59116
H 3.50470 -0.36242 2.06690
H 2.96422 1.55438 0.68058
*
```

***

[3]
DFT (wB97M-V/def2-TZVPD) results for a cluster of 2 separate species, C3H8O2 in total in a non-equilibrium geometry.

Output
* gap between HOMO and LUMO: 11.609 eV
* E_HOMO: -11.013 eV
* max |F|: 1.6 eV Å⁻¹
* energy: -7335.2181 eV
* ΔE to the lowest compared entry with this formula, charge and spin: 80.32 kJ/mol

```
! wB97M-V def2-TZVPD RIJCOSX def2/J DEFGRID3
* xyz 0 1
C 3.65756 4.77655 0.93219
C 2.52589 5.43661 1.69125
H 3.62624 3.69335 0.81369
H 4.58044 4.93306 1.48989
H 3.62105 5.19071 -0.07493
H 2.69123 5.66385 2.74638
H 2.24049 6.40018 1.26532
H 1.57373 4.89215 1.67526
O -2.93193 -4.75659 -0.59485
C -2.71026 -3.65376 -0.98896
O -1.40928 -3.33974 -1.25504
H -3.44044 -2.86406 -1.20370
H -1.25634 -2.47407 -1.64205
*
```

***

[4]
DFT (wB97M-V/def2-TZVPD) results for a cluster of 2 separate species, CH4BrClOP in total in a non-equilibrium geometry.

Output
* gap between HOMO and LUMO: 8.336 eV
* E_HOMO: -14.925 eV
* max |F|: 6.2 eV Å⁻¹
* energy: -94993.2987 eV
* ΔE to the lowest compared entry with this formula, charge and spin: 400.61 kJ/mol

```
! wB97M-V def2-TZVPD RIJCOSX def2/J DEFGRID3
* xyz 1 1
C -0.80970 -1.02737 -0.22622
O 1.26511 0.58825 1.57173
P -0.95876 0.36936 -1.16137
Cl -2.27751 1.68135 -0.84883
Br -0.03901 0.24882 -3.23703
H -0.88394 -0.79658 0.86287
H 2.22913 0.16562 0.97937
H -0.26199 -1.95167 -0.41550
H 1.73667 0.72222 2.47497
*
```

***

[5]
DFT (wB97M-V/def2-TZVPD) results for the molecule C3H8N2 in a non-equilibrium geometry.

Output
* gap between HOMO and LUMO: 9.646 eV
* E_HOMO: -8.617 eV
* max |F|: 6.9 eV Å⁻¹
* energy: -6219.5638 eV
* ΔE to the lowest compared entry with this formula, charge and spin: 220.28 kJ/mol

```
! wB97M-V def2-TZVPD RIJCOSX def2/J DEFGRID3
* xyz 0 1
C 1.73716 0.03215 -0.48376
C -1.45964 -0.36517 -0.54243
N 0.82729 -0.30624 0.58521
C -0.65750 0.14094 0.61199
N -0.77302 0.94795 1.55059
H 1.25315 -0.20161 1.50694
H -1.92440 0.93124 1.58161
H 1.26756 -0.16807 -1.45044
H 2.06460 1.08218 -0.46877
H 2.62878 -0.59201 -0.41976
H -1.48412 -1.45544 -0.50042
H -1.00241 -0.06732 -1.48440
H -2.47744 0.02140 -0.48638
*
```

***

[6]
DFT (wB97M-V/def2-TZVPD) results for a structure of composition C33H51N3SSi2V in a non-equilibrium geometry.

Output
* gap between HOMO and LUMO (alpha / beta): 6.922 / 7.668 eV
* E_HOMO (alpha / beta): -6.611 / -7.363 eV
* max |F|: 1.7 eV Å⁻¹
* energy: -91798.3506 eV
* ΔE to the lowest compared entry with this formula, charge and spin: 81.57 kJ/mol
* <S²>: 3.7729

```
! wB97M-V def2-TZVPD RIJCOSX def2/J DEFGRID3
* xyz 0 4
V -0.40028 -0.11455 -0.52224
C -0.65799 -1.48154 3.87972
C 0.38449 -1.92791 2.89995
C 0.32826 -3.20013 2.34000
C 1.35153 -3.66801 1.53059
C 2.44640 -2.86327 1.25984
C 2.50062 -1.57914 1.78384
C 1.47358 -1.11654 2.58933
H -0.52559 -1.99144 4.83628
H -1.66559 -1.70487 3.52636
H -0.60333 -0.41245 4.06299
H -0.51265 -3.84346 2.57225
H 1.29980 -4.66975 1.12342
H 3.24784 -3.22264 0.63148
H 3.35079 -0.94542 1.57032
H 1.52600 -0.12549 3.02388
C -3.35578 -1.86996 -1.10564
C -2.08572 -2.64668 -1.46442
N -1.11731 -1.71938 -2.04600
C -1.50933 -1.22828 -3.37385
C -1.03461 0.18152 -3.68759
S -1.53224 1.42693 -2.47085
C -3.32261 1.15484 -2.32718
C -3.74413 0.59703 -0.96187
N -2.98477 -0.57227 -0.58347
H -3.96149 -2.45328 -0.39925
H -3.97645 -1.72131 -1.99302
H -2.31811 -3.48872 -2.13223
H -1.63549 -3.05930 -0.55684
H -0.20306 -2.14506 -2.12855
H -2.59598 -1.26554 -3.44050
H -1.13139 -1.90660 -4.15149
H -1.36551 0.47305 -4.68535
H 0.05476 0.21974 -3.64671
H -3.64149 0.50888 -3.14515
H -3.81283 2.11758 -2.47956
H -4.82967 0.41576 -0.98215
H -3.56013 1.36498 -0.20586
H -2.74990 -0.59581 0.39966
C 1.50263 2.58287 -1.18535
Si 2.47098 1.09076 -1.80454
C 4.13189 1.21932 -0.90801
C 2.80133 1.49382 -3.62029
C 1.62718 -0.53819 -1.61557
Si 2.32773 -1.96414 -2.55372
C 1.47098 -3.64170 -2.24201
C 2.20020 -1.74701 -4.42868
C 4.14465 -2.35409 -2.22361
H 2.17007 3.34691 -0.78806
H 0.78731 2.35441 -0.39251
H 0.92321 3.04177 -1.98887
H 4.63492 2.15045 -1.17576
H 4.81039 0.39946 -1.13435
H 3.98372 1.22431 0.17354
H 3.15208 2.52557 -3.68112
H 1.91130 1.40626 -4.24176
H 3.57182 0.86541 -4.06575
H 1.68676 -0.84040 -0.53817
H 0.57969 -3.80702 -2.85197
H 1.19455 -3.79115 -1.19927
H 2.17556 -4.42882 -2.51162
H 1.24248 -1.33125 -4.74098
H 2.31420 -2.72266 -4.90531
H 2.97487 -1.09883 -4.83371
H 4.29912 -2.79543 -1.24012
H 4.77599 -1.46908 -2.28028
H 4.51109 -3.06513 -2.96670
N -0.79849 0.89413 1.03513
C -1.08954 1.65722 1.98696
C -0.27951 2.89146 2.26826
C -0.88722 4.12519 2.47175
C -0.12094 5.26005 2.68552
C 1.26271 5.16618 2.72503
C 1.87684 3.93580 2.54297
C 1.10769 2.80690 2.30977
C -2.18637 1.39926 2.98675
C -1.97773 1.77662 4.31414
C -2.92399 1.50899 5.29196
C -4.10859 0.87494 4.95342
C -4.33588 0.50886 3.63511
C -3.37917 0.76628 2.66486
H -1.96778 4.19754 2.45517
H -0.60516 6.21714 2.82616
H 1.86102 6.05070 2.89952
H 2.95502 3.85268 2.57582
H 1.58181 1.84462 2.15781
H -1.05258 2.26664 4.58581
H -2.73166 1.79975 6.31540
H -4.85299 0.67110 5.71162
H -5.26192 0.02466 3.35628
H -3.59289 0.47544 1.64920
*
```

***

[7]
DFT (wB97M-V/def2-TZVPD) results for a cluster of 2 separate species, C4H6N2O in total.

Output
* gap between HOMO and LUMO (alpha / beta): 7.382 / 7.382 eV
* E_HOMO (alpha / beta): -9.017 / -9.017 eV
* max |F|: 0.6 eV Å⁻¹
* energy: -9266.7414 eV
* ΔE to the lowest compared entry with this formula, charge and spin: 652.28 kJ/mol

```
! wB97M-V def2-TZVPD RIJCOSX def2/J DEFGRID3
* xyz 0 1
C -1.35703 -1.49513 -1.65965
O -1.91327 -0.41008 -0.88922
C -1.09511 0.20585 -0.09960
C -1.63713 1.33024 0.82301
N -0.48771 1.54738 1.43087
C 0.70755 0.96722 0.76312
N 0.19967 -0.00902 -0.04085
H -0.46060 -1.15412 -2.17934
H -2.14110 -1.79349 -2.35315
H -1.09723 -2.31283 -0.98451
H 5.16141 0.30338 1.65678
H -0.36579 2.29950 2.09728
H 4.48634 0.52108 1.43527
*
```

***

[8]
DFT (wB97M-V/def2-TZVPD) results for a cluster of 7 separate species, ClH12O6 in total in a non-equilibrium geometry.

Output
* gap between HOMO and LUMO: 9.614 eV
* E_HOMO: -6.274 eV
* max |F|: 1.1 eV Å⁻¹
* energy: -25005.9804 eV
* ΔE to the lowest compared entry with this formula, charge and spin: 34.41 kJ/mol

```
! wB97M-V def2-TZVPD RIJCOSX def2/J DEFGRID3
* xyz -1 1
Cl -6.25533 -14.09187 -18.56726
O -7.05695 -14.51592 -22.26117
H -6.18992 -14.19575 -22.51011
H -7.07534 -14.44177 -21.30702
O -6.07163 -17.47535 -19.57454
H -5.57649 -16.66550 -19.45117
H -6.21695 -17.52624 -20.51927
O -6.69159 -11.04774 -18.08108
H -6.54214 -11.92551 -18.43240
H -7.62597 -10.89069 -18.21706
O -7.63484 -15.78245 -16.19547
H -6.98928 -15.21405 -16.61548
H -8.16120 -16.12319 -16.91870
O -4.05576 -15.41598 -20.27734
H -4.69201 -14.80963 -19.89819
H -3.26141 -15.28511 -19.75952
O -3.44552 -13.45057 -17.18258
H -2.66250 -13.52974 -17.72740
H -4.17480 -13.54419 -17.79546
*
```

***

[9]
DFT (wB97M-V/def2-TZVPD) results for a cluster of 3 separate species, C6H16O2 in total in a non-equilibrium geometry.

Output
* gap between HOMO and LUMO (alpha / beta): 10.889 / 6.749 eV
* E_HOMO (alpha / beta): -14.881 / -14.867 eV
* max |F|: 6.2 eV Å⁻¹
* energy: -10565.5843 eV
* ΔE to the lowest compared entry with this formula, charge and spin: 174.14 kJ/mol
* <S²>: 0.7526

```
! wB97M-V def2-TZVPD RIJCOSX def2/J DEFGRID3
* xyz 1 2
C 1.96477 0.34341 -0.53514
C 0.92954 1.26134 -1.10592
C -0.47879 0.72259 -0.84464
C -1.42251 1.19105 -0.00975
C -2.61480 0.48360 0.35030
C -0.66132 -0.41998 -1.79072
H 3.01572 0.70630 -0.12624
H 1.57627 -0.03550 0.41770
H 2.37079 -0.42957 -1.15121
H 1.07508 1.30084 -2.18133
H 1.16332 2.10384 -0.42177
H -1.26802 2.23245 0.42743
H -3.34495 0.73303 -0.51656
H -3.07047 0.48241 1.32452
H -2.62318 -0.58071 0.24080
H -1.31035 -1.22887 -1.42788
H -1.13175 0.20988 -2.66150
H 0.17588 -0.97572 -2.19283
H 1.21264 -2.98186 1.51702
H 0.15335 -3.66892 0.73586
O 0.77787 -2.86795 0.67564
H 0.65364 -0.18586 1.81322
H 0.86393 1.25879 2.18551
O 0.99547 0.31388 2.52841
*
```

***

[10]
DFT (wB97M-V/def2-TZVPD) results for a cluster of 2 separate species, C2NO4 in total in a non-equilibrium geometry.

Output
* gap between HOMO and LUMO: 7.267 eV
* E_HOMO: -3.446 eV
* max |F|: 5.4 eV Å⁻¹
* energy: -11753.3672 eV
* ΔE to the lowest compared entry with this formula, charge and spin: 106.06 kJ/mol

```
! wB97M-V def2-TZVPD RIJCOSX def2/J DEFGRID3
* xyz -1 1
C -1.61910 -0.17004 0.05630
C 1.05408 0.13860 -0.09544
N 1.62065 0.26260 1.07421
O 2.40457 -0.18408 -0.24281
O -2.09009 -0.85951 -0.76524
O 0.23045 0.21474 -0.95212
O -1.60054 0.59769 0.92510
*
```

***

no.,molar mass (g mol⁻¹)
1,97.12
2,100.23
3,76.09
4,178.37
5,72.11
6,628.98
7,98.10
8,143.54
9,120.19
10,102.02